# C21H24F13N5OPS

5 unconnected molecules or ions with the total composition C21H24F13N5OPS in a non-equilibrium geometry (ωB97M-V/def2-TZVPD, the Open Molecules 2025 dataset).

Each line ends with the Mulliken charge.
Cartesian coordinates (Å):
C (-1.2926, 1.5262, -1.3176)  -0.579
C (-1.5324, 2.0469, -0.0072)  -0.218
P (-1.7568, 0.9705, 1.5051)  0.620
O (-2.6105, 1.7992, 2.7358)  -0.551
C (-0.1041, 0.4338, 2.3082)  -0.136
C (0.8372, 1.6630, 2.7131)  -1.048
C (1.9635, 2.0710, 1.6641)  0.617
F (2.6952, 3.1322, 2.3323)  -0.329
F (1.4537, 2.7389, 0.4900)  -0.270
C (3.0768, 0.9668, 1.3538)  0.807
F (3.3887, 0.3390, 2.6017)  -0.280
F (4.2707, 1.7132, 1.0368)  -0.249
C (2.8253, -0.0270, 0.1365)  0.371
F (3.6575, 0.4249, -0.9456)  -0.251
F (1.4999, 0.0780, -0.4409)  -0.213
C (2.9882, -1.5936, 0.4143)  0.784
F (2.2794, -2.0558, 1.5724)  -0.263
F (2.2858, -2.2348, -0.6709)  -0.290
S (4.6971, -2.3161, 0.4158)  1.229
F (4.0005, -3.8284, 0.0858)  -0.324
F (4.4893, -2.6945, 2.0560)  -0.316
F (5.4796, -0.9166, 0.8128)  -0.258
F (4.9235, -2.1500, -1.2223)  -0.271
F (6.1738, -3.1052, 0.4907)  -0.306
C (-2.6666, -0.6625, 1.1203)  0.335
C (-1.8645, -1.7024, 0.3088)  -0.048
C (-2.5924, -3.0637, 0.0121)  -0.467
C (-4.0575, -3.2158, 0.5605)  -0.229
C (-4.6298, -2.0087, 1.3498)  -0.333
N (-4.0008, -0.7611, 1.6196)  -0.357
H (-0.3814, 1.9286, -1.8793)  0.246
H (-2.0216, 0.7815, -1.8087)  0.336
H (-1.6302, 3.1882, 0.1397)  0.377
H (-3.5254, 2.0259, 2.4197)  0.388
H (0.3954, -0.4070, 1.7223)  -0.145
H (-0.4413, -0.0526, 3.3059)  0.456
H (1.3719, 1.3832, 3.6946)  0.381
H (0.1993, 2.5834, 2.9582)  0.451
H (-0.7927, -1.4742, -0.0356)  0.206
H (-2.0588, -3.8998, -0.5560)  0.370
H (-4.5732, -4.2073, 0.3645)  0.315
H (-5.7015, -2.1348, 1.7554)  0.400
C (8.0638, -3.1220, -1.9966)  -0.492
C (9.1090, -4.1481, -1.9471)  0.186
N (9.9296, -4.9539, -1.9084)  -0.340
H (8.3073, -2.2679, -1.3601)  0.252
H (7.9222, -2.7402, -3.0106)  0.349
H (7.1022, -3.5125, -1.6589)  0.041
C (-7.9410, -0.5448, -1.2023)  -0.937
C (-6.8958, -1.5705, -1.1322)  0.317
N (-6.0746, -2.3770, -1.0773)  -0.337
H (-7.7103, 0.3086, -0.5623)  0.331
H (-8.0629, -0.1641, -2.2191)  0.281
H (-8.9097, -0.9353, -0.8840)  0.347
C (-10.0572, 2.6989, -2.6175)  -0.803
C (-9.9170, 2.0092, -1.3318)  0.452
N (-9.8068, 1.4675, -0.3216)  -0.452
H (-11.0642, 2.5862, -3.0259)  0.276
H (-9.8635, 3.7699, -2.5219)  0.285
H (-9.3592, 2.3077, -3.3618)  0.271
C (6.2601, 3.5396, -0.7557)  -0.432
C (6.7438, 4.8995, -1.0098)  0.131
N (7.1235, 5.9674, -1.2094)  -0.325
H (7.0803, 2.8178, -0.7376)  0.298
H (5.7452, 3.4691, 0.2050)  0.115
H (5.5570, 3.2123, -1.5255)  0.228

Output
frontier orbital gap: 7.779 eV
charge: +1
lowest unoccupied orbital energy: -0.1707 Ha